Record 1
Entry from the Open Molecules 2025 dataset: an isolated molecule of C24H25N3O3 (wB97M-V/def2-TZVPD).

CARTESIAN COORDINATES (ANGSTROEM)
C  6.273  2.252  -1.272
H  6.554  1.322  -0.769
O  5.242  2.045  -2.206
C  4.036  1.598  -1.758
C  3.046  1.439  -2.729
C  1.793  0.977  -2.384
C  1.491  0.666  -1.063
C  2.476  0.834  -0.100
C  3.739  1.291  -0.434
H  4.478  1.405  0.344
H  2.255  0.598  0.931
C  0.131  0.149  -0.675
N  0.210  -1.189  -0.119
C  -0.463  -1.611  0.976
O  -0.200  -2.678  1.525
C  -1.549  -0.781  1.531
C  -2.460  0.106  1.007
C  -3.356  0.454  2.051
C  -4.461  1.299  2.125
C  -5.135  1.413  3.329
C  -4.712  0.692  4.458
C  -3.619  -0.148  4.405
C  -2.943  -0.269  3.200
N  -1.853  -1.003  2.851
H  -1.366  -1.687  3.407
H  -3.305  -0.698  5.279
H  -5.244  0.787  5.392
O  -6.211  2.261  3.325
C  -6.958  2.415  4.504
H  -7.755  3.115  4.256
H  -7.401  1.468  4.831
H  -6.353  2.833  5.316
H  -4.801  1.861  1.271
H  -2.527  0.447  -0.006
C  1.140  -2.122  -0.740
C  0.984  -2.142  -2.223
C  -0.169  -2.157  -2.971
C  0.206  -2.142  -4.326
C  1.573  -2.123  -4.358
N  2.044  -2.121  -3.083
C  3.433  -2.137  -2.723
H  3.695  -1.254  -2.136
H  3.675  -3.032  -2.144
H  4.032  -2.137  -3.632
H  2.244  -2.115  -5.194
H  -0.452  -2.147  -5.172
H  -1.169  -2.185  -2.582
H  2.168  -1.859  -0.468
H  0.915  -3.102  -0.304
H  -0.521  0.153  -1.556
H  -0.298  0.805  0.086
H  1.042  0.851  -3.149
H  3.288  1.681  -3.752
H  5.994  3.001  -0.524
H  7.122  2.619  -1.848

Cartesian forces, eV/Å:
C 0.17 0.03 0.16
H -0.02 0.04 -0.01
O -0.29 -0.06 -0.18
C -0.17 -0.04 -0.10
C 0.25 0.10 0.06
C 0.05 0.05 0.14
C 0.00 0.07 0.11
C -0.19 -0.02 -0.20
C 0.35 0.11 -0.01
H 0.09 0.03 0.04
H -0.02 -0.04 0.13
C -0.16 0.36 -0.09
N 0.04 -0.05 -0.10
C 0.23 -0.30 0.01
O -0.09 0.03 0.19
C -0.43 0.24 0.09
C 0.32 -0.23 -0.05
C -0.04 -0.18 0.52
C -0.17 0.02 0.29
C 0.08 0.05 -0.33
C -0.13 0.05 0.11
C 0.03 -0.03 0.01
C -0.40 0.42 -0.22
N 0.43 -0.28 -0.01
H -0.05 0.00 -0.09
H 0.01 -0.03 0.10
H -0.06 0.02 0.07
O 0.17 -0.06 -0.21
C -0.10 0.02 0.16
H 0.04 -0.05 0.08
H 0.03 0.04 0.00
H -0.03 -0.03 -0.02
H -0.07 0.09 -0.11
H 0.09 0.05 -0.22
C 0.09 -0.43 0.17
C -0.24 0.00 0.16
C 0.07 -0.02 0.21
C 0.00 0.03 -0.16
C -0.01 0.02 -0.43
N -0.23 -0.07 0.01
C 0.41 0.02 0.25
H 0.00 -0.03 -0.03
H 0.02 0.05 -0.05
H -0.03 0.00 0.04
H 0.17 -0.01 -0.11
H -0.07 -0.01 -0.19
H -0.19 0.02 0.14
H -0.09 -0.09 0.00
H 0.17 0.22 -0.09
H 0.05 0.10 0.10
H 0.03 -0.10 -0.16
H -0.10 -0.08 -0.11
H 0.03 0.03 -0.15
H 0.01 -0.04 -0.02
H -0.03 -0.02 0.09

* maximum force: 0.62 eV Å⁻¹
* LUMO: 0.68 eV
* total charge: 0
* HOMO energy: -0.285 Eh
* orbital gap: 8.444 eV



Record 2
Entry from the Open Molecules 2025 dataset: an isolated molecule of C25H27N3O2 (wB97M-V/def2-TZVPD).

CARTESIAN COORDINATES (ANGSTROEM)
C  6.303  3.888  1.126
C  6.466  2.487  1.700
H  5.696  2.292  2.454
H  7.458  2.353  2.135
O  6.376  1.497  0.679
C  5.149  1.096  0.315
O  4.137  1.500  0.839
C  5.257  0.141  -0.808
C  4.406  -0.834  -1.243
C  3.160  -1.346  -0.769
C  2.644  -2.488  -1.410
C  1.470  -3.074  -1.019
C  0.712  -2.556  0.049
N  -0.425  -3.188  0.471
C  -1.331  -3.842  -0.446
C  -2.487  -2.891  -0.791
N  -3.185  -2.539  0.428
C  -4.457  -1.859  0.230
C  -4.353  -0.483  -0.361
C  -4.679  0.626  0.297
C  -4.603  1.993  -0.200
C  -5.223  3.010  0.530
C  -5.190  4.320  0.096
C  -4.528  4.647  -1.076
C  -3.899  3.652  -1.806
C  -3.935  2.340  -1.375
H  -3.430  1.580  -1.952
H  -3.375  3.902  -2.717
H  -4.499  5.671  -1.417
H  -5.680  5.091  0.673
H  -5.741  2.761  1.446
H  -5.075  0.531  1.302
H  -3.975  -0.439  -1.373
H  -5.061  -2.496  -0.425
H  -4.949  -1.808  1.206
C  -2.291  -1.851  1.339
C  -1.134  -2.798  1.669
H  -1.554  -3.711  2.107
H  -0.452  -2.356  2.393
H  -1.893  -0.916  0.906
H  -2.841  -1.604  2.250
H  -3.185  -3.393  -1.465
H  -2.066  -2.010  -1.308
H  -0.822  -4.137  -1.360
H  -1.736  -4.734  0.041
C  1.223  -1.409  0.684
C  2.400  -0.824  0.289
H  2.730  0.072  0.788
H  0.674  -0.943  1.487
H  1.146  -3.969  -1.529
H  3.201  -2.930  -2.225
H  4.777  -1.370  -2.114
C  6.460  0.280  -1.538
N  7.418  0.382  -2.163
H  6.453  4.623  1.912
H  7.032  4.053  0.336
H  5.303  4.008  0.716

Cartesian forces, eV/Å:
C 0.00 -0.41 -0.03
C -0.15 0.47 0.43
H 0.21 0.00 -0.08
H -0.14 -0.03 -0.04
O -0.05 -0.25 -0.26
C -0.17 0.20 0.36
O 0.13 -0.05 -0.05
C -0.62 -0.40 -0.07
C 0.51 0.46 0.16
C -0.57 -0.19 0.17
C 0.13 0.29 0.10
C -0.19 -0.12 -0.09
C 0.41 0.07 -0.07
N -0.03 -0.16 0.15
C -0.23 0.05 -0.42
C 0.12 -0.29 0.01
N -0.01 -0.06 0.01
C -0.03 0.00 0.01
C -0.07 0.01 0.22
C 0.00 -0.48 -0.08
C 0.00 0.53 -0.11
C 0.07 -0.20 -0.06
C -0.01 0.16 -0.03
C -0.04 0.08 0.04
C 0.03 0.00 -0.09
C -0.04 -0.06 0.09
H 0.06 -0.08 -0.05
H 0.04 0.01 -0.06
H 0.01 0.08 -0.02
H -0.03 0.05 0.04
H -0.04 -0.04 0.08
H -0.03 -0.09 0.12
H 0.04 0.13 -0.17
H -0.03 0.02 0.09
H -0.07 0.02 -0.08
C 0.19 -0.18 0.16
C -0.16 0.36 0.21
H 0.03 0.09 0.04
H -0.01 -0.05 -0.02
H -0.04 -0.03 0.07
H 0.01 0.05 0.02
H 0.01 0.02 -0.04
H -0.04 -0.05 -0.02
H 0.00 -0.03 0.07
H 0.01 0.01 -0.09
C -0.22 -0.07 0.09
C 0.15 -0.03 -0.10
H 0.00 0.02 0.01
H -0.06 0.02 0.05
H -0.01 -0.06 -0.01
H 0.06 -0.04 -0.07
H 0.04 0.06 0.06
C 0.54 -0.06 -0.48
N 0.28 0.02 -0.19
H 0.02 0.10 0.07
H 0.07 0.07 -0.04
H -0.05 0.06 -0.01

* maximum force: 0.74 eV Å⁻¹
* LUMO: -0.34 eV
* total charge: 0
* HOMO energy: -0.284 Eh
* orbital gap: 7.392 eV



Going through the records in order, we get energy above the lowest of the compared OMol25 structures with the same formula, charge and spin values of 207.7, 304.8 kJ/mol.